Computed, not measured: an isolated molecule of C8H8N4O3, with ωB97M-V/def2-TZVPD.

Summary:
Total charge: 0
HOMO in hartree: -0.3168
DFT total energy in eV: -20529.155
Spin multiplicity: 1
Frontier orbital gap in eV: 9.10
Structure (SMILES): Cc1nc2nc[nH]n2c(=O)c1CC(=O)O
E_LUMO in eV: 0.4814

```
23
Properties=species:S:1:pos:R:3:nbo_charge:R:1
C -1.290 -2.463 0.422 -0.669
C -0.294 -1.357 0.298 0.298
C -0.627 -0.044 0.572 -0.227
C 0.346 1.009 0.498 0.624
O 0.234 2.197 0.741 -0.641
N 1.584 0.493 0.098 -0.226
C 1.846 -0.835 -0.179 0.533
N 0.939 -1.754 -0.076 -0.503
N 3.149 -0.953 -0.543 -0.455
C 3.646 0.243 -0.487 0.250
N 2.747 1.170 -0.102 -0.363
H 2.792 2.168 0.043 0.451
H 4.664 0.486 -0.719 0.219
C -2.022 0.384 0.948 -0.533
C -2.895 0.373 -0.286 0.805
O -3.751 -0.436 -0.528 -0.603
O -2.588 1.366 -1.123 -0.682
H -3.147 1.332 -1.916 0.498
H -1.964 1.407 1.324 0.268
H -2.457 -0.280 1.695 0.239
H -2.187 -2.253 -0.155 0.248
H -0.835 -3.384 0.074 0.240
H -1.585 -2.583 1.464 0.227
```